Entry 1:
117
Properties=species:S:1:pos:R:3:forces:R:3 method="wB97M-V/def2-TZVPD" largest_force_ha_per_bohr=0.02257 homo_energy_ha=-0.3142 energy_ev=-315188.5449 total_charge=0 homo_lumo_gap_ev=8.875
C -0.3732 2.1542 4.0261 0.146 0.346 -0.536
C 0.0437 1.8399 2.5868 -0.208 -0.559 0.915
N -0.8696 0.8632 1.9945 -0.456 0.206 -0.127
C -1.1188 1.0705 0.5892 0.521 -0.255 -0.480
O -2.0399 -0.0189 0.1800 -0.342 0.286 0.659
C -3.1573 0.4116 -0.3878 -0.039 -0.176 -0.620
O -3.2246 1.0631 -1.3887 -0.064 0.292 0.038
C -4.4573 -0.0280 0.3403 0.825 -0.674 0.459
F -5.4020 -0.4243 -0.5215 -0.197 0.208 -0.144
F -4.1567 -1.0883 1.1250 -0.144 0.013 0.001
C -4.9836 1.0744 1.2987 -0.198 -0.343 -0.057
F -3.9153 1.6045 1.9273 0.134 0.152 -0.158
F -5.7366 0.4860 2.2394 -0.130 0.040 -0.054
C -5.8352 2.2001 0.6162 0.073 0.376 0.956
F -5.7234 2.1850 -0.7106 -0.082 -0.055 -0.182
F -7.1185 2.0296 0.9777 -0.125 -0.071 -0.335
C -5.4375 3.6248 1.0987 0.037 0.059 -0.906
F -6.2819 4.5032 0.5496 -0.069 -0.013 0.157
F -4.2134 3.9247 0.6598 0.039 -0.001 0.269
F -5.5012 3.7399 2.4164 0.050 -0.019 0.182
B 0.1487 1.0976 -0.4056 0.308 0.375 -0.605
O 0.7501 -0.0228 -0.8751 -0.338 -0.201 0.332
C 0.7181 2.4829 -0.9032 -0.331 0.150 0.836
C 2.1078 2.8213 -0.3163 -0.181 0.011 -0.464
H -0.2085 1.2916 4.6629 -0.082 -0.066 0.194
H 0.2131 3.0035 4.3765 0.123 -0.076 0.253
H -1.4183 2.4502 4.0537 -0.151 -0.112 0.057
H 0.0532 2.7685 2.0232 0.037 -0.024 -0.316
H 1.0476 1.4097 2.6334 0.281 0.326 -0.321
H -0.5779 -0.0864 2.1824 0.198 -0.077 -0.078
H -1.6559 2.0134 0.4711 -0.125 0.080 0.053
H 0.3194 -0.8241 -0.5526 0.092 -0.129 -0.065
H 0.7214 2.5268 -1.9917 0.064 -0.114 0.299
H 0.0204 3.2619 -0.5812 -0.058 0.090 -0.029
H 2.2605 2.4216 0.6830 0.005 -0.095 0.104
H 2.2239 3.9007 -0.2582 0.167 0.105 -0.015
H 2.8883 2.4292 -0.9626 0.159 -0.080 0.066
Cl 1.2701 2.3818 -4.1954 0.101 -0.060 -0.442
C 0.8963 1.4505 -5.6743 -0.021 0.042 -0.077
C 0.0052 0.2700 -5.3884 0.244 -0.177 0.063
Cl 0.8682 -0.9780 -4.4397 -0.015 -0.050 -0.010
H 1.8366 1.1389 -6.1211 0.034 -0.032 0.076
H 0.4018 2.1351 -6.3591 -0.036 0.011 -0.007
H -0.2993 -0.1934 -6.3222 -0.001 0.018 -0.065
H -0.8815 0.5480 -4.8345 0.002 0.014 0.124
Cl 0.6019 -1.9626 -9.6027 0.021 0.026 0.023
C -0.7056 -2.6777 -8.6217 -0.025 -0.075 0.065
C -2.0449 -2.0544 -8.9142 -0.132 -0.063 -0.035
Cl -2.1371 -0.3658 -8.3518 0.000 0.033 -0.092
H -0.4355 -2.5639 -7.5740 0.015 0.041 -0.005
H -0.7387 -3.7396 -8.8589 -0.012 0.004 -0.035
H -2.8231 -2.5924 -8.3766 0.096 -0.003 -0.060
H -2.2697 -2.0696 -9.9777 0.061 0.055 -0.015
Cl 2.3106 -1.3240 1.7391 -0.014 0.107 -0.050
C 2.3851 -1.7091 3.4773 0.040 0.008 0.107
C 1.4105 -2.7882 3.8604 -0.032 -0.119 -0.039
Cl -0.2826 -2.2436 3.7112 -0.093 0.012 0.003
H 2.2044 -0.7889 4.0285 -0.067 0.000 -0.008
H 3.3995 -2.0411 3.6866 0.024 0.004 -0.060
H 1.5691 -3.0733 4.8965 -0.156 0.064 -0.057
H 1.5266 -3.6703 3.2351 -0.018 0.043 -0.073
Cl -4.8360 5.9326 6.7097 -0.009 0.001 0.024
C -5.8932 5.3961 5.3788 0.030 -0.081 -0.048
C -6.7161 6.5242 4.8134 -0.014 -0.005 -0.098
Cl -7.9454 7.1058 5.9654 0.004 0.019 0.008
H -6.5239 4.5948 5.7547 -0.019 0.033 0.059
H -5.2459 4.9935 4.6029 0.021 0.041 -0.012
H -7.2480 6.1778 3.9287 -0.008 -0.037 0.015
H -6.0917 7.3693 4.5364 0.008 0.024 0.061
Cl 5.6941 0.0422 4.2277 -0.037 -0.096 0.099
C 7.0897 -1.0252 3.8906 0.140 0.017 0.005
C 6.9720 -1.7075 2.5525 0.057 0.063 -0.090
Cl 5.6367 -2.8802 2.5301 -0.116 -0.144 0.163
H 7.1565 -1.7433 4.7034 -0.076 -0.021 -0.005
H 7.9830 -0.4019 3.9025 -0.025 0.042 -0.043
H 7.8880 -2.2540 2.3342 -0.002 -0.024 0.038
H 6.7973 -0.9952 1.7489 -0.038 -0.004 -0.002
Cl -4.3088 -0.2089 -5.1809 0.054 -0.015 0.023
C -4.4529 1.5302 -4.8017 -0.072 0.069 0.099
C -4.0293 2.3981 -5.9581 -0.086 0.019 -0.038
Cl -2.2786 2.2687 -6.2702 -0.189 0.268 -0.078
H -3.8539 1.7243 -3.9160 0.045 -0.057 0.022
H -5.4978 1.7222 -4.5638 -0.016 -0.018 -0.039
H -4.2392 3.4416 -5.7299 0.040 -0.002 0.056
H -4.5489 2.1314 -6.8750 0.043 -0.071 -0.010
Cl 6.1610 2.1179 0.0734 0.011 -0.042 0.000
C 6.9389 2.2296 1.6718 -0.027 0.101 -0.017
C 8.4194 2.4857 1.5738 0.019 0.080 0.067
Cl 9.2908 1.0797 0.9025 0.009 -0.028 0.010
H 6.7354 1.3090 2.2067 -0.038 0.002 -0.031
H 6.4585 3.0490 2.2040 0.022 0.021 -0.001
H 8.8253 2.6648 2.5682 -0.016 -0.028 0.015
H 8.6374 3.3473 0.9486 0.007 -0.050 -0.078
Cl 7.7664 -6.6285 -0.1696 0.010 0.004 0.024
C 6.1713 -5.8917 -0.4722 -0.105 -0.048 -0.002
C 6.2644 -4.6698 -1.3487 -0.096 0.002 -0.045
Cl 7.0799 -3.3196 -0.5227 0.169 0.062 -0.182
H 5.7262 -5.6529 0.4902 0.060 0.035 0.027
H 5.5600 -6.6467 -0.9635 0.022 0.000 -0.036
H 5.2631 -4.3271 -1.6041 -0.016 0.003 0.047
H 6.8066 -4.8766 -2.2673 0.065 -0.004 0.031
Cl -5.9759 -6.2967 -5.2366 0.015 -0.013 0.008
C -5.9812 -4.5388 -4.9434 -0.038 0.032 0.060
C -5.5240 -3.7602 -6.1486 -0.097 0.140 -0.021
Cl -3.7905 -4.0138 -6.4912 -0.026 -0.085 0.090
H -5.3497 -4.3408 -4.0815 0.045 -0.032 -0.017
H -7.0041 -4.2590 -4.6985 -0.013 0.004 -0.038
H -5.6585 -2.6946 -5.9689 0.033 -0.003 0.042
H -6.0831 -4.0374 -7.0382 0.042 -0.074 -0.012
Cl 3.4734 -2.8448 6.4333 0.258 0.056 0.171
C 3.5217 -3.2198 8.1763 0.090 -0.007 0.105
C 2.5345 -4.2967 8.5432 -0.003 -0.053 0.062
Cl 0.8502 -3.7422 8.3712 -0.007 -0.010 -0.040
H 3.3293 -2.2985 8.7193 -0.068 0.021 -0.046
H 4.5325 -3.5531 8.4046 -0.002 -0.044 -0.044
H 2.6752 -4.5815 9.5843 0.000 0.042 0.016
H 2.6605 -5.1781 7.9201 -0.018 0.018 -0.041

---

Entry 2:
46
Properties=species:S:1:pos:R:3:forces:R:3 method="wB97M-V/def2-TZVPD" largest_force_ha_per_bohr=0.29207 homo_energy_ha=-0.3271 energy_ev=-29715.4546 e_above_lowest_kj_mol=1604.8 total_charge=0 homo_lumo_gap_ev=9.170
C 0.3432 7.4946 2.8276 0.567 1.441 -1.479
C 0.1646 7.3765 1.2072 3.100 4.531 3.042
C 1.1334 6.2952 0.5293 -6.661 3.084 4.398
C 0.6490 4.9996 0.8772 -0.264 -0.959 2.204
O 1.3287 4.2141 -0.0976 -1.869 -1.009 2.864
C 1.1981 2.9052 0.2582 1.702 1.654 -1.574
C 1.9223 2.1477 -0.4845 9.233 -5.428 -10.529
C 2.0603 0.7093 -0.6791 -2.149 0.973 4.071
C 1.1824 0.1061 0.2402 -1.938 -2.734 1.869
C 0.2799 0.8075 1.1183 4.921 2.963 -2.428
C 0.5941 2.2078 1.2033 -5.612 -0.987 2.492
H -0.0696 2.8745 1.7326 -0.399 -0.503 1.166
H -0.4814 0.3967 1.6736 -1.146 -1.001 1.294
C 1.1179 -1.4712 0.3688 0.354 1.633 -3.724
O 1.7374 -2.1087 -0.5301 -2.636 0.853 4.613
O 0.1072 -1.8408 1.3312 1.756 -1.834 -2.869
C -0.1200 -3.3112 1.2764 12.168 3.301 -0.103
H 0.9008 -3.6986 1.7769 -1.899 0.550 -1.004
H -0.6838 -3.6297 1.9156 -7.268 -2.485 7.100
C -0.1571 -4.0415 0.0834 0.477 -1.465 -4.241
O 0.4279 -5.0447 -0.3247 0.256 0.132 2.211
N -0.9548 -3.4167 -0.7377 -0.448 -2.829 -6.811
C -1.8239 -2.4020 -0.6483 -1.491 5.472 0.465
H -1.8504 -1.9600 0.4682 -0.741 -0.769 -2.891
C -3.1053 -2.8495 -1.1862 -10.130 1.110 7.218
O -3.4717 -3.4697 -2.3225 -5.755 8.210 -1.292
C -2.7835 -4.4486 -2.5312 10.719 -5.511 -0.573
H -2.6166 -4.9209 -3.4763 -0.787 0.471 -1.302
C -1.2121 -4.0113 -2.1417 2.781 -2.478 -2.137
H -0.5643 -4.9794 -2.2541 -1.286 1.787 0.608
H -0.7457 -3.3802 -3.0203 -1.074 -0.361 2.049
H -2.8549 -5.2332 -1.8781 -1.155 -2.476 2.221
H -4.0131 -2.0337 -0.9457 2.831 -1.092 -1.352
H -3.7394 -3.5235 -0.3136 2.314 0.612 -1.424
H -1.7010 -1.5180 -1.4493 1.271 -1.117 1.838
H 2.7630 -0.0360 -1.1342 -0.490 1.730 -0.242
H 2.8130 2.5441 -1.4582 -3.048 0.009 3.254
H -0.4680 4.8508 0.9929 0.930 0.168 -1.198
H 0.9310 4.8385 2.0133 0.228 -0.399 -2.159
H 1.0947 6.6350 -0.3699 -0.033 0.833 -6.319
H 1.9788 6.5459 0.9313 5.304 0.799 2.148
H 0.4781 8.5795 1.1117 -0.363 -3.161 -1.247
H -0.8730 7.4340 1.0431 -1.290 -0.796 -0.827
H -0.3063 8.4634 3.1771 1.536 -2.725 -0.536
H 1.5366 7.7793 2.9908 -3.259 -1.250 0.115
H -0.0577 6.5050 3.1543 0.747 1.059 1.024

---

Entry 3:
10
Properties=species:S:1:pos:R:3:forces:R:3 method="wB97M-V/def2-TZVPD" largest_force_ha_per_bohr=0.04751 homo_energy_ha=-0.3670 energy_ev=-9673.4856 e_above_lowest_kj_mol=382.9 total_charge=0 homo_lumo_gap_ev=9.170
O 1.2235 -0.8740 -0.8830 2.391 -0.061 0.497
C 0.9733 -0.5048 0.2437 0.195 0.236 -1.112
N 1.1153 0.8251 0.6613 -0.095 -0.086 -0.127
N -0.0762 1.4388 0.2145 -0.430 -0.159 -0.088
C -1.0030 0.6323 -0.1719 0.070 0.158 -0.044
C -0.9444 -0.8483 0.0349 -1.160 0.149 1.097
N -0.0344 -1.2618 0.8622 -0.118 -0.633 -1.131
H 1.8947 1.2800 0.1868 -0.194 0.073 0.251
H -1.9420 1.0770 -0.4824 0.128 0.033 -0.136
H -1.6209 -1.5444 -0.4642 -0.787 0.290 0.793